Below is C51H52IN4O3PbS2Si as an isolated structure at a distorted geometry, with properties calculated with wB97M-V/def2-TZVPD.

Values from the calculation:
Net charge: -1
Multiplicity: 1
HOMO energy (spin up / spin down) (eV): -1.467 / -1.261

Cartesian coordinates (Å):
1 H -2.46 2.98 -1.69
2 H -3.92 3.41 5.17
3 Pb -1.72 0.26 -0.06
4 N -4.41 1.74 0.43
5 H 0.74 -3.96 -0.98
6 C -0.36 2.02 -2.25
7 C 2.23 -0.44 -0.19
8 H 1.86 -2.68 -5.64
9 H 1.28 3.40 -2.37
10 H 4.31 -1.80 -1.18
11 H 4.21 -0.38 1.78
12 N -2.15 0.51 -2.13
13 C 3.32 1.69 -0.78
14 H 6.04 -5.42 0.28
15 C 2.83 -5.16 -4.97
16 C 5.21 1.42 1.27
17 H -4.47 -0.74 -0.37
18 C 0.48 2.91 -2.92
19 S -0.36 -0.89 1.54
20 C 4.22 0.45 1.08
21 C -3.77 0.65 4.94
22 C 1.14 -1.92 1.55
23 C -3.00 -1.69 -3.97
24 H 1.24 3.02 6.62
25 C -2.51 1.25 2.91
26 H -3.02 3.81 3.70
27 H -0.93 2.64 4.65
28 C 0.24 0.30 2.75
29 C 0.63 0.99 5.05
30 H 0.69 1.81 1.26
31 H -4.69 0.49 4.36
32 C -1.60 1.90 5.10
33 H 4.38 3.53 -1.23
34 C -0.72 2.50 -4.95
35 C 3.23 -2.68 0.51
36 H 0.58 1.19 -2.73
37 H 1.46 3.48 2.88
38 C 2.19 -1.69 0.63
39 H -5.77 0.00 -3.52
40 H -4.06 0.96 5.95
41 C 1.33 0.98 -1.97
42 C 0.99 -3.67 -2.00
43 H -3.83 -2.35 -4.21
44 C 4.25 -4.77 1.29
45 C 5.26 -4.66 0.34
46 H 4.25 -5.63 1.96
47 C -3.30 2.77 -1.03
48 H -2.16 -2.30 -3.63
49 C 1.71 -4.55 -2.80
50 H -6.16 2.96 0.54
51 C 0.92 -2.08 -3.81
52 N -2.23 0.90 1.85
53 H 6.04 3.27 0.56
54 H 2.64 3.36 5.57
55 I -5.05 5.17 -1.81
56 C 1.25 -0.18 -1.19
57 H -5.00 -2.04 -1.45
58 H 0.59 0.75 6.11
59 C -4.90 0.61 -3.30
60 C 5.27 -3.59 -0.54
61 H -0.89 2.68 -6.00
62 H -1.03 0.96 5.18
63 H -0.17 -0.93 4.48
64 C 4.27 -2.62 -0.46
65 C 1.12 2.51 3.24
66 C -3.63 3.04 4.18
67 C 1.55 3.27 5.59
68 H 2.01 -5.51 -2.39
69 C 5.27 2.52 0.42
70 H 0.60 -1.12 -4.22
71 H 0.36 -3.24 3.09
72 H 2.20 -4.82 2.98
73 O -1.40 -1.71 2.26
74 H 2.41 2.77 -2.42
75 O -1.16 -0.47 -2.28
76 C 4.33 2.65 -0.59
77 C -1.41 1.34 -2.89
78 C -4.49 3.49 -0.86
79 C -2.87 1.71 4.27
80 C 0.21 0.03 4.13
81 H 2.18 -5.97 -5.30
82 C 2.06 -4.20 -4.11
83 C -4.14 -1.42 -1.16
84 H 5.93 1.31 2.07
85 S -0.24 -1.25 -1.39
86 N -3.24 1.70 -0.24
87 H 3.67 -5.58 -4.41
88 H -4.61 1.13 -4.22
89 C 2.37 1.89 -1.79
90 C 0.62 -2.41 -2.49
91 O -2.95 -1.04 0.04
92 C 3.26 0.54 0.04
93 C 1.08 2.24 4.61
94 H -3.36 -2.08 -0.76
95 H -4.55 2.94 3.59
96 C -1.57 1.61 -4.26
97 C 3.24 -3.80 1.37
98 C 0.30 3.15 -4.27
99 Si -3.50 -0.46 -2.65
100 H -2.70 -1.19 -4.90
101 H 3.24 -4.66 -5.85
102 C 1.17 -3.05 2.39
103 H -1.83 2.24 6.12
104 H -3.26 -0.31 5.02
105 H -2.35 1.13 -4.84
106 H -0.20 1.84 -1.19
107 C 2.22 -3.96 2.31
108 H 1.10 4.25 5.36
109 H -5.19 1.36 -2.56
110 H 0.95 3.84 -4.80
111 C 1.63 -2.97 -4.62
112 C 0.69 1.55 2.32
113 H 6.05 -3.51 -1.29
114 H -4.61 1.00 1.10
115 C -5.20 2.80 0.09